(1)
This record from the OMol25 dataset describes an isolated ion of composition C3H8NSi and charge +1. The level of theory is ωB97M-V with the def2-TZVPD basis set.

For the calculated total energy, the calculation gives -12600.6781 eV. As for the molar mass: 86.2 g mol⁻¹. As for the net charge: +1. As for the structure (SMILES): CC#[N+][SiH2]C. Its spin multiplicity is 1. Its HOMO-LUMO gap is 0.445 Ha.

```
13
Properties=species:S:1:pos:R:3:nbo_charge:R:1
Si 1.5105 -0.7706 0.0119 1.315
N -0.3665 -0.2205 -0.3545 -0.503
C 2.3377 0.9129 -0.0848 -1.143
C -2.8928 -0.1683 0.0696 -0.776
C -1.5074 -0.1767 -0.1408 0.615
H 1.5849 -1.6742 -1.0813 -0.152
H -3.1163 0.8300 -0.0565 0.294
H 3.4560 0.7686 -0.3444 0.293
H -3.1778 -0.2772 1.1282 0.316
H -3.4876 -0.8001 -0.7322 0.323
H 1.7156 1.6468 -0.5289 0.275
H 2.3735 1.4662 0.8929 0.283
H 1.5700 -1.5369 1.2209 -0.140
```


(2)
This record from the OMol25 dataset describes an isolated ion of composition C6H10 and charge +1. The level of theory is ωB97M-V with the def2-TZVPD basis set.

For the calculated total energy, the calculation gives -6374.2169 eV. As for the molar mass: 82.1 g mol⁻¹. As for the net charge: +1. Its spin multiplicity is 2. Its HOMO-LUMO gap (spin up / spin down) is 0.336 / 0.310 Ha.

```
16
Properties=species:S:1:pos:R:3:lowdin_spin:R:1
C -0.9785 1.5563 0.3308 0.024
C -2.2635 -0.6833 0.1701 0.044
C 2.7097 -0.5729 -0.5853 0.368
C 0.3034 -0.5608 -0.0281 0.179
C 1.5494 0.0878 -0.2331 0.068
C -0.9463 0.0500 0.1359 0.227
H -0.0756 1.9364 0.8943 0.002
H 2.6635 -1.5406 -1.0697 0.018
H -1.6984 1.7866 1.1196 0.004
H 3.6234 -0.2482 -0.1366 0.017
H -2.2919 -0.6987 1.2859 0.024
H -3.0532 -0.0603 -0.2530 0.003
H -2.1626 -1.7546 0.0645 0.001
H -1.1178 2.1493 -0.5797 0.010
H 0.2158 -1.6461 -0.0178 0.004
H 1.6925 1.0869 0.1890 0.006
```


(3)
This record from the OMol25 dataset describes an isolated ion of composition C8H14NO and charge +1. The level of theory is ωB97M-V with the def2-TZVPD basis set.

For the calculated total energy, the calculation gives -12049.5487 eV. As for the molar mass: 140.2 g mol⁻¹. As for the net charge: +1. Its spin multiplicity is 1. Its HOMO-LUMO gap (spin up / spin down) is 0.242 / 0.242 Ha.

```
24
Properties=species:S:1:pos:R:3:nbo_charge:R:1
O 2.7969 -1.2527 0.8540 -0.433
N 1.8396 -0.8011 0.1611 0.130
C 0.7309 -1.7935 -0.0458 -0.240
C 2.7197 1.3866 0.1818 -0.660
C 0.5485 0.7037 -1.1468 -0.570
C -1.8666 -1.8345 -0.0374 -0.569
C -0.5952 -1.0622 0.4025 -0.383
C 1.8187 0.3993 -0.3541 0.222
C -0.5052 0.2851 -0.1755 0.628
C -1.3102 1.4056 0.4312 -0.755
H -2.2727 1.2340 0.9069 0.283
H -0.4900 -0.9607 1.4818 0.272
H 2.5868 2.3510 -0.3965 0.231
H -2.0222 -1.6005 -1.0531 0.217
H 0.7283 -1.9840 -1.2120 0.236
H -2.7032 -1.3989 0.4897 0.244
H 1.0363 -2.5449 0.6254 0.273
H 2.4783 1.5864 1.1792 0.243
H 0.5453 0.1466 -2.1168 0.281
H -1.6155 -2.8390 -0.0774 0.251
H -0.7679 1.7984 1.2512 0.301
H -1.4098 2.1970 -0.3223 0.254
H 3.7263 1.1175 0.0907 0.278
H 0.4244 1.8255 -1.2791 0.266
```


(4)
This record from the OMol25 dataset describes the molecule C4H8O2. The level of theory is ωB97M-V with the def2-TZVPD basis set.

For the calculated total energy, the calculation gives -8371.0419 eV. As for the molar mass: 88.1 g mol⁻¹. As for the net charge: 0. As for the structure (SMILES): C[C@@]1(CO)CO1. Its spin multiplicity is 1. Its HOMO-LUMO gap is 0.406 Ha.

```
14
Properties=species:S:1:pos:R:3:nbo_charge:R:1
O 2.2090 -0.1423 -0.0936 -0.717
O 0.1835 0.9850 1.0313 -0.526
C 0.9952 -0.8501 -0.1352 -0.071
C -0.2054 0.0686 0.0120 0.171
C -1.5538 -0.5935 0.0560 -0.629
C -0.0174 1.4695 -0.3279 -0.134
H -1.6125 -1.2507 0.9272 0.220
H -1.6948 -1.2014 -0.8475 0.222
H 2.1319 0.4509 0.6739 0.481
H 0.8526 1.7297 -0.9391 0.206
H -2.3636 0.1391 0.1016 0.224
H -0.8096 2.1639 -0.1156 0.206
H 0.9116 -1.5443 0.7183 0.164
H 0.9733 -1.4244 -1.0615 0.183
```


(5)
This record from the OMol25 dataset describes C22H17F9N3NaO3S as an isolated structure. The level of theory is ωB97M-V with the def2-TZVPD basis set.

For the calculated total energy, the calculation gives -73412.3454 eV. As for the molar mass: 597.4 g mol⁻¹. As for the net charge: -2. Its spin multiplicity is 1. Its HOMO-LUMO gap is 0.177 Ha.

```
56
Properties=species:S:1:pos:R:3:nbo_charge:R:1
S -3.4170 -0.2255 0.3522 2.355
Na -0.2793 -0.0202 -0.0690 0.867
F 0.8984 -1.4009 -4.7011 -0.322
F 5.5806 -1.4125 -4.1955 -0.332
F 5.0044 1.2048 0.5277 -0.357
F -6.0475 -0.2172 0.0107 -0.340
F 2.5126 5.1538 0.8327 -0.373
F -4.9801 0.8914 -1.5017 -0.333
F 5.3196 -0.6146 -1.6632 -0.306
F 0.5924 -0.6227 -2.1945 -0.297
F -4.9686 -1.2675 -1.5374 -0.332
O -2.3327 -0.2039 -0.6169 -1.022
O -3.5432 0.9830 1.1323 -0.986
O -3.5653 -1.4698 1.0665 -0.981
N 0.2562 0.0276 2.4435 -0.451
N 1.2238 -1.9135 0.2649 -0.683
N 2.8587 -0.2404 -0.4323 -0.556
C -4.9209 -0.2013 -0.7264 0.679
C -0.4493 1.1620 3.0067 -0.421
C 2.5714 3.8212 0.4896 0.378
C 3.4523 -3.5238 -0.3227 -0.219
C 1.1350 -3.0298 -0.4288 0.071
C -0.1594 -1.2049 3.0834 -0.430
C 3.7810 3.1823 0.6712 -0.446
C 2.5471 -1.3511 0.5199 0.236
C 1.6947 0.2427 2.5610 -0.224
C 4.3412 -1.2165 -3.6856 0.298
C 3.8168 1.8434 0.3253 0.452
C 2.7078 1.1658 -0.1683 -0.047
C 1.9945 -1.2144 -3.9370 0.330
C 3.2405 -1.4259 -4.4872 -0.350
C 1.4800 1.8205 -0.3420 -0.349
C 3.6441 -2.3848 0.3751 -0.290
C 2.6254 -0.8228 1.9776 -0.410
C 2.9486 -0.6080 -1.7909 0.108
C 1.8405 -0.8128 -2.6217 0.344
C 4.2047 -0.8140 -2.3704 0.380
C 1.4494 3.1827 0.0008 -0.381
C 2.1717 -3.8704 -0.8292 -0.530
H -1.5246 1.0182 2.8957 0.219
H 0.1121 -1.2113 4.1580 0.135
H 0.1108 -3.3232 -0.6753 0.164
H 1.9052 1.2255 2.1430 0.217
H 4.2978 -4.1957 -0.4673 0.178
H 3.6427 -0.4433 2.1278 0.211
H -1.2415 -1.3139 2.9943 0.210
H 4.6220 -2.1242 0.7674 0.182
H -0.1648 2.0677 2.4685 0.210
H 1.9743 -4.7871 -1.3665 0.187
H 4.6535 3.6889 1.0581 0.213
H 0.5412 3.7742 -0.0837 0.192
H 0.3073 -2.0488 2.5799 0.235
H 2.5507 -1.7223 2.5928 0.208
H 1.9488 0.3038 3.6437 0.141
H -0.2092 1.3013 4.0799 0.138
H 3.3459 -1.7472 -5.5128 0.226
```


(6)
This record from the OMol25 dataset describes the molecule C18H28N2O2. The level of theory is ωB97M-V with the def2-TZVPD basis set.

For the calculated total energy, the calculation gives -26198.1660 eV. As for the molar mass: 304.4 g mol⁻¹. As for the net charge: 0. As for the structure (SMILES): O=C(C[C@]12C[C@H]3C[C@H](C[C@H](C3)C1)C2)NCC(=O)N1CCCC1. Its spin multiplicity is 1. Its HOMO-LUMO gap is 0.367 Ha.

```
50
Properties=species:S:1:pos:R:3:nbo_charge:R:1
O 1.5964 2.8452 -1.5539 -0.646
O -0.9441 0.7741 1.7816 -0.644
N 2.8615 3.6307 0.1296 -0.423
N 0.2538 1.1171 -0.0847 -0.619
C 3.2935 3.6947 1.5122 -0.215
C -0.5640 -1.9407 -0.7183 -0.411
C 4.4342 4.7131 1.4959 -0.406
C -1.6177 -3.9463 -1.7720 -0.402
C -3.3765 -3.9484 -0.0026 -0.398
C -1.9393 0.1436 -0.3254 -0.480
C 1.3286 1.8003 0.5851 -0.319
C -2.9710 -1.8912 -1.3597 -0.398
C 1.9342 2.8110 -0.3820 0.680
C 4.0525 5.6374 0.3409 -0.409
C -2.3285 -1.9416 1.0455 -0.412
C -2.3475 -3.4688 1.0199 -0.219
C -0.5909 -3.4686 -0.7470 -0.206
C -0.8572 0.7119 0.5700 0.689
C -1.9442 -1.3995 -0.3333 -0.012
C 3.4884 4.6612 -0.6841 -0.213
C -0.9653 -3.9946 0.6374 -0.401
C -2.9979 -3.4191 -1.3845 -0.219
H 0.4021 -3.8420 -1.0242 0.207
H 0.1791 -1.6040 0.0075 0.211
H -2.9020 0.4928 0.0527 0.231
H -1.8073 0.5110 -1.3446 0.207
H -3.3159 -1.5659 1.3238 0.204
H 2.4712 4.0393 2.1508 0.194
H -0.2274 -3.6643 1.3720 0.205
H -2.7141 -1.5126 -2.3525 0.202
H 4.5303 5.2364 2.4444 0.221
H 3.2795 6.3371 0.6599 0.205
H -2.6181 -3.8433 2.0136 0.210
H 0.9343 2.2865 1.4834 0.240
H 4.8982 6.2010 -0.0454 0.221
H -3.9616 -1.5085 -1.1026 0.205
H -3.7375 -3.7555 -2.1207 0.209
H -4.3707 -3.5898 0.2738 0.203
H 5.3781 4.2138 1.2750 0.205
H -3.4071 -5.0405 -0.0186 0.203
H -0.2746 -1.5564 -1.6999 0.202
H 0.2736 1.2178 -1.0921 0.425
H -1.3465 -3.5855 -2.7671 0.202
H -0.9693 -5.0872 0.6326 0.203
H 4.2841 4.2173 -1.2930 0.193
H 3.6183 2.7146 1.8701 0.205
H -1.6316 -5.0382 -1.8042 0.204
H -1.6192 -1.5844 1.7932 0.230
H 2.7486 5.0992 -1.3560 0.227
H 2.1068 1.0898 0.8977 0.210
```


(7)
This record from the OMol25 dataset describes the molecule C5H9NO2. The level of theory is ωB97M-V with the def2-TZVPD basis set.

For the calculated total energy, the calculation gives -10915.3326 eV. As for the molar mass: 115.1 g mol⁻¹. As for the net charge: 0. As for the structure (SMILES): [H]/N=C(/C)[C@](C)(O)C=O. Its spin multiplicity is 1. Its HOMO-LUMO gap is 0.372 Ha.

```
17
Properties=species:S:1:pos:R:3:nbo_charge:R:1
O 1.2111 -0.7370 0.9471 -0.706
O -1.1157 -0.5527 2.1986 -0.525
N -0.8603 0.4767 -1.7483 -0.625
C 0.3004 0.2059 0.4471 0.059
C 0.9873 1.5655 0.2694 -0.622
C -0.2885 -1.7436 -1.1210 -0.678
C -0.8987 0.2848 1.3651 0.436
C -0.3343 -0.2751 -0.8918 0.320
H -0.8492 -2.2598 -0.3285 0.229
H -0.7259 -1.9691 -2.0962 0.237
H -1.5764 1.1318 1.1898 0.127
H 0.7521 -2.0863 -1.0777 0.243
H 0.7743 -1.1761 1.6955 0.491
H 0.2716 2.3833 0.3048 0.209
H -0.8788 1.4712 -1.5450 0.338
H 1.7135 1.6923 1.0702 0.238
H 1.5174 1.5881 -0.6792 0.229
```


(8)
This record from the OMol25 dataset describes a 2-piece molecular cluster, C4O2 overall. The level of theory is ωB97M-V with the def2-TZVPD basis set.

For the calculated total energy, the calculation gives -8238.3185 eV. As for the molar mass: 80.0 g mol⁻¹. As for the net charge: 0. Its spin multiplicity is 1. Its HOMO-LUMO gap is 0.392 Ha.

```
6
Properties=species:S:1:pos:R:3:nbo_charge:R:1
O 2.9229 0.1313 -0.8031 -0.361
O -2.6563 -0.5290 1.9018 -0.492
C 1.8302 0.0689 -1.0282 0.828
C -1.8926 0.1890 2.3080 0.494
C 0.5424 0.0227 -1.2036 -0.726
C -0.7466 0.1171 -1.1750 0.257
```


(9)
This record from the OMol25 dataset describes the molecule C4H8O2. The level of theory is ωB97M-V with the def2-TZVPD basis set.

For the calculated total energy, the calculation gives -8372.7010 eV. As for the molar mass: 88.1 g mol⁻¹. As for the net charge: 0. As for the structure (SMILES): CCCOC=O. Its spin multiplicity is 1. Its HOMO-LUMO gap is 0.432 Ha.

```
14
Properties=species:S:1:pos:R:3:nbo_charge:R:1
O 0.4968 2.7620 -0.9323 -0.588
O -0.7315 1.5057 0.5088 -0.505
C 0.3839 -0.6475 0.6293 -0.417
C -0.2138 2.6426 0.0312 0.651
C -0.4501 0.2957 -0.2179 -0.086
C 0.6248 -1.9653 -0.1006 -0.608
H -0.5443 3.4753 0.6689 0.121
H -1.4255 -0.1437 -0.4503 0.185
H -0.3209 -2.4558 -0.3581 0.204
H 0.0612 0.5511 -1.1494 0.210
H 1.1980 -2.6544 0.5254 0.217
H -0.1304 -0.8290 1.5802 0.205
H 1.1830 -1.8102 -1.0307 0.207
H 1.3400 -0.1667 0.8674 0.207
```


(10)
This record from the OMol25 dataset describes C5H6O as an isolated structure. The level of theory is ωB97M-V with the def2-TZVPD basis set.

For the calculated total energy, the calculation gives -7326.1580 eV. As for the molar mass: 82.1 g mol⁻¹. As for the net charge: 0. Its spin multiplicity is 1. Its HOMO-LUMO gap is 0.383 Ha.

```
12
Properties=species:S:1:pos:R:3:nbo_charge:R:1
O -1.1653 -0.8766 -0.6964 -0.503
C -0.4491 0.2833 0.9953 -0.279
C -0.0694 -1.1011 0.1939 0.106
C 0.3160 0.9169 -0.1438 -0.267
C -1.1445 0.4784 -0.2953 0.063
C 1.1156 -0.3358 -0.4120 -0.410
H -0.6721 0.7716 1.9458 0.235
H 0.6630 1.9407 -0.2150 0.226
H 1.3846 -0.5723 -1.4457 0.203
H 0.0427 -2.1735 0.3917 0.206
H -1.9944 1.0938 -0.5586 0.213
H 1.9839 -0.4151 0.2500 0.208
```


(11)
This record from the OMol25 dataset describes a 2-piece molecular cluster, C6H13O3SSi overall. The level of theory is ωB97M-V with the def2-TZVPD basis set.

For the calculated total energy, the calculation gives -31288.2571 eV. As for the molar mass: 193.3 g mol⁻¹. As for the net charge: -1. Its spin multiplicity is 1. Its HOMO-LUMO gap is 0.314 Ha.

```
24
Properties=species:S:1:pos:R:3:nbo_charge:R:1
S -2.0751 1.9250 0.4635 1.719
Si -1.2515 -1.1285 0.0329 1.738
O -2.0330 1.7516 1.9342 -1.004
O -0.8733 2.4895 -0.0841 -0.980
O -2.2075 0.0938 -0.2583 -1.210
C 1.7754 1.8388 0.3163 0.120
C 1.5960 1.2562 1.4470 -0.494
C 2.0293 2.0814 -0.9265 -0.293
C 2.0359 1.1866 -2.1685 -0.625
C -1.8067 -2.7957 -0.7662 -1.132
C -0.7280 -1.4597 1.7598 -1.180
H 1.6058 0.1990 -1.8928 0.238
H 2.4356 0.8125 1.9611 0.197
H -0.9786 -3.3871 -1.3412 0.224
H -2.5344 -2.6470 -1.5948 0.225
H 3.1203 1.0381 -2.4340 0.198
H -2.4764 -3.3786 -0.1163 0.211
H 0.3155 -1.5415 1.9973 0.237
H -1.3111 -0.9632 2.5801 0.257
H 2.3035 3.1330 -1.1679 0.191
H 0.0144 -1.0834 -0.7228 -0.310
H 0.6442 1.3525 1.9836 0.247
H 1.4314 1.7552 -3.0431 0.209
H -1.0315 -2.5285 2.0406 0.218
```


(12)
This record from the OMol25 dataset describes a 2-piece molecular cluster, H3N3O3S overall. The level of theory is ωB97M-V with the def2-TZVPD basis set.

For the calculated total energy, the calculation gives -21488.4440 eV. As for the molar mass: 125.1 g mol⁻¹. As for the net charge: 0. Its spin multiplicity is 1. Its HOMO-LUMO gap is 0.316 Ha.

```
10
Properties=species:S:1:pos:R:3:nbo_charge:R:1
S 1.5216 0.1170 -0.5341 0.263
O 1.3695 -0.2482 1.0291 -0.867
O -1.8427 1.9156 0.5541 -0.138
O -2.9200 1.2145 -0.0602 -0.430
N -0.9891 1.0396 1.1778 -0.141
N -1.2701 0.5923 2.2913 0.228
N -1.2175 0.1593 3.3192 0.032
H 1.6246 -1.0719 1.2303 0.472
H -2.5989 1.4366 -0.9350 0.468
H 0.3281 0.6406 -0.3045 0.112
```


ΔE to the lowest compared entry with this formula, charge and spin readings, ordered: 0.279; 0.482; 4.738; 2.240; 0.617; 0.000; 1.243; 0.021; 0.581; 3.127; 0.841; 4.871 eV